A molecular structure, C4H7NO, computed with ωB97M-V with the def2-TZVPD basis set.

## Properties
- Charge: 0
- Calculated total energy: -7792.8200 eV
- Gap between HOMO and LUMO: 8.7 eV
- E_HOMO: -8.61 eV
- Energy relative to the best compared isomer or geometry (same formula, charge and spin): 658.5 kJ/mol
- Lowest unoccupied orbital energy: 0.11 eV

```
13
Properties=species:S:1:pos:R:3:forces:R:3
O 1.185 -0.478 1.533 0.162 -0.138 -0.190
C 0.409 -0.162 0.430 -0.121 0.054 -0.066
C -0.495 -1.080 -0.407 0.019 -0.250 0.016
N -0.954 0.257 -0.919 0.218 0.118 -0.212
C -0.780 0.784 0.501 -0.102 0.195 0.128
C 1.052 0.519 -0.802 0.003 0.127 0.198
H 1.955 -0.972 1.216 -0.086 0.076 0.125
H -0.019 -1.706 -1.171 -0.095 0.129 0.181
H -1.310 -1.593 0.110 0.103 0.104 -0.055
H -0.575 1.855 0.572 -0.050 -0.194 0.017
H -1.655 0.509 1.106 0.141 -0.032 -0.077
H 0.003 0.479 -1.617 -0.175 -0.038 0.027
H 1.183 1.590 -0.552 -0.019 -0.152 -0.091
```
Forces are in eV/Å.

Now the Löwdin charges, all in e: 0.03 -0.60 -0.13 0.02 -0.12 0.10 0.11 0.11 0.12 0.11 0.12 0.08 0.05